Density functional theory data (ωB97M-V/def2-TZVPD) for a 13-piece molecular cluster, C6H32O12 overall in a non-equilibrium geometry.

Properties
HOMO-LUMO gap (alpha / beta): 0.3161 / 0.1697 Ha
E_HOMO (alpha / beta): -13.183 / -13.170 eV
E_LUMO (alpha / beta): -0.1684 / -0.3142 Eh
Relative energy (zero: lowest compared OMol25 entry of this formula, charge and spin): 100.7 kJ/mol

ORCA input file:
```
! RIJCOSX wB97M-V def2-TZVPD def2/J DEFGRID3
* xyz 1 2
C -1.097 -1.697 1.026
C -0.659 -2.936 1.270
C -0.369 0.649 1.741
C -0.195 -0.550 1.273
C 1.297 1.662 3.062
C 0.751 1.583 1.886
H -2.058 -1.454 0.663
H -1.143 -3.855 1.014
H 0.424 -3.100 1.386
H -1.382 1.032 1.787
H 0.824 -0.834 0.839
H 1.058 1.142 3.980
H 2.141 2.388 3.048
H 1.009 2.335 1.098
H -1.406 1.399 -2.441
H -2.778 1.953 -2.801
O -2.249 1.733 -2.064
H -4.496 -0.442 -0.208
H -4.027 0.588 -1.308
O -4.378 -0.167 -1.120
H 0.674 1.992 -2.799
H 0.486 0.507 -2.830
O 0.050 1.369 -3.138
H 3.683 -0.792 -0.669
H 2.953 0.500 -0.743
O 3.112 -0.319 -1.252
H 1.272 3.857 -1.369
H 2.391 3.582 -2.175
O 1.580 3.094 -1.849
H -1.355 -1.639 -2.836
H -0.853 -0.970 -4.146
O -0.568 -1.543 -3.425
H 2.485 -1.779 3.162
H 1.440 -0.694 3.552
O 2.403 -0.925 3.671
H 4.329 -1.085 1.532
H 3.224 -0.244 2.109
O 3.786 -0.424 1.244
H -3.389 -1.580 -1.712
H -2.931 -3.107 -1.873
O -2.753 -2.208 -2.242
H -0.293 3.100 0.651
H -0.707 3.144 -0.778
O -0.239 3.607 -0.048
H -1.950 -1.271 3.181
H -1.518 0.189 3.525
O -2.185 -0.320 2.997
H 0.517 -2.293 -2.164
H 1.948 -2.441 -2.052
O 1.140 -2.737 -1.655
*
```